Model A:
An isolated molecule of H3NO2S. Source: the OMol25 dataset; level of theory: ωB97M-V/def2-TZVPD.

Structure (XYZ):
```
7
Properties=species:S:1:pos:R:3:nbo_charge:R:1
N -1.0270 -0.0133 -0.2044 -1.050
O 1.6806 -1.1290 -0.0894 -0.878
O 1.0355 1.5333 -0.1447 -0.869
S 0.5553 0.2322 0.2000 1.936
H -1.3729 -0.9596 -0.1512 0.418
H -1.3157 0.2933 -1.1441 0.418
H 0.4443 0.0431 1.5337 0.025
```

Values from the calculation:
- lowest unoccupied orbital energy (Eh) = 0.012
- orbital gap (eV) = 10.55
- total charge = 0
- 2S+1 = 1
- SMILES string = N[SH](=O)=O
- HOMO (Ha) = -0.376

***

Model B:
A 2-piece molecular cluster, H3NO2S overall. Source: the OMol25 dataset; level of theory: ωB97M-V/def2-TZVPD.

Structure (XYZ):
```
7
Properties=species:S:1:pos:R:3:nbo_charge:R:1
N 0.2088 0.7953 0.1401 -0.659
O 0.0062 -2.2851 -0.7633 -0.877
O -1.2629 -0.7983 0.7250 -0.819
S -0.4170 -1.9513 0.7618 1.234
H 1.0107 0.8066 0.7186 0.297
H -0.4846 1.5409 0.4673 0.322
H -0.0631 -1.5544 -1.2874 0.501
```

Values from the calculation:
- lowest unoccupied orbital energy (spin up / spin down) (Eh) = -0.021 / -0.009
- orbital gap (spin up / spin down) (eV) = 9.60 / 8.13
- total charge = 0
- 2S+1 = 1
- HOMO (spin up / spin down) (Ha) = -0.374 / -0.308

***

Unit: kJ/mol. Relative energies: model A 0.0; model B 51.8.

***

Model A:
A 2-piece molecular cluster, C5H9I overall. Source: the OMol25 dataset; level of theory: ωB97M-V/def2-TZVPD.

Structure (XYZ):
```
15
Properties=species:S:1:pos:R:3:nbo_charge:R:1
C -0.5062 0.9202 0.0935 -0.435
C 0.6626 -1.4138 0.1965 -0.040
C -0.4540 -2.4543 0.2759 -0.818
C 0.6484 1.5170 0.7166 -0.391
C -0.0118 1.9287 -0.6295 -0.395
I 1.6751 -1.3826 -1.6887 0.083
H -1.4192 1.0711 0.4591 0.212
H -0.9239 -2.8851 -0.6400 0.200
H 0.0018 -3.1817 0.7587 0.249
H -1.2316 -1.8648 0.7684 0.247
H 1.5524 1.0110 0.6870 0.221
H 0.5015 2.0847 1.5563 0.210
H -0.6886 0.0762 -0.5645 0.230
H -0.4400 2.9680 -0.5949 0.214
H 0.6335 1.6055 -1.3945 0.213
```

Values from the calculation:
- lowest unoccupied orbital energy (Eh) = -0.016
- orbital gap (eV) = 8.02
- total charge = 0
- 2S+1 = 1
- HOMO (Ha) = -0.311

***

Model B:
C5H9I as an isolated structure. Source: the OMol25 dataset; level of theory: ωB97M-V/def2-TZVPD.

Structure (XYZ):
```
15
Properties=species:S:1:pos:R:3:nbo_charge:R:1
C 0.1164 0.0054 0.8536 -0.425
C -0.4759 0.9913 0.1556 -0.163
C 0.0575 2.3613 0.3082 -0.670
C 3.7926 0.7908 -2.3944 -0.821
C 2.8211 0.9434 -1.2823 -0.080
I 3.4878 -0.2031 0.2840 0.160
H -0.2525 -0.9725 0.6922 0.187
H 0.9968 0.0819 1.5683 0.197
H 0.1103 2.6161 1.3165 0.217
H 1.0785 2.3776 0.0429 0.236
H -0.3903 3.0113 -0.3592 0.210
H 4.5695 0.0002 -2.4202 0.219
H 3.2702 0.9977 -3.3134 0.243
H 4.4261 1.7114 -2.1353 0.288
H -1.2614 0.7703 -0.6085 0.202
```

Values from the calculation:
- lowest unoccupied orbital energy (Eh) = -0.023
- orbital gap (eV) = 8.03
- total charge = 0
- 2S+1 = 1
- HOMO (Ha) = -0.319

***

Unit: kJ/mol. Relative energies: model A 153.8; model B 0.0.

***

Model A:
An isolated molecule of C9H12N2OS. Source: the OMol25 dataset; level of theory: ωB97M-V/def2-TZVPD.

Structure (XYZ):
```
25
Properties=species:S:1:pos:R:3:nbo_charge:R:1
C -0.5752 2.3435 -0.7395 -0.635
C -0.6382 1.6148 0.5227 -0.038
C 1.4767 0.0910 0.3765 0.696
C 2.9579 -1.4143 -0.0407 -0.254
C 1.9562 -1.3905 -1.1882 -0.109
C -1.6702 0.4408 0.4345 -0.063
C -1.6610 -0.7504 1.2986 -0.265
C -2.5285 -1.6852 0.8300 -0.440
C -2.5369 0.3035 -0.6247 -0.461
H -1.5355 2.8303 -1.0082 0.217
H -0.2493 1.7938 -1.5862 0.240
H 0.2505 3.0318 -0.6716 0.227
H -0.9235 2.1659 1.3572 0.208
H 0.9021 1.1279 1.9623 0.398
H 3.2738 -2.5254 0.2400 0.216
H 3.9221 -0.7438 -0.3566 0.177
H 2.4610 -1.5626 -2.2204 0.206
H 1.2623 -2.2408 -0.8986 0.181
H -1.1551 -0.8684 2.2207 0.230
H -2.8170 -2.7575 1.0565 0.248
H -2.8529 1.0869 -1.4224 0.254
N 0.7267 1.0978 1.0106 -0.622
N 2.1900 -0.7305 0.9780 -0.556
O 1.1731 -0.1219 -1.0434 -0.531
S -3.4092 -1.1367 -0.4868 0.477
```

Values from the calculation:
- lowest unoccupied orbital energy (Eh) = 0.030
- orbital gap (eV) = 9.55
- total charge = 0
- 2S+1 = 1
- SMILES string = C[C@H](NC1=NCCO1)c1ccsc1
- HOMO (Ha) = -0.321

***

Model B:
C9H12N2OS as an isolated structure. Source: the OMol25 dataset; level of theory: ωB97M-V/def2-TZVPD.

Structure (XYZ):
```
25
Properties=species:S:1:pos:R:3:nbo_charge:R:1
C -2.8875 2.0818 0.7182 -0.644
C -1.5722 1.7066 -0.0629 -0.577
C -1.9569 -1.1293 -0.0472 0.302
C 0.4428 -0.7339 0.4486 0.103
C 1.3692 -0.3372 1.4894 -0.193
C 2.5326 0.4633 1.1537 -0.248
C 3.0121 0.3075 -0.1159 0.281
C 2.2748 -0.3107 -1.0007 -0.282
C 1.0168 -0.7467 -0.8027 -0.211
H -3.3259 1.1621 1.3840 0.234
H -2.3667 2.8762 1.3272 0.217
H -3.7856 2.5541 -0.0169 0.230
H -0.6885 1.2145 0.5488 0.256
H -1.1964 2.5655 -0.8231 0.250
H -3.8382 -1.9368 -0.0992 0.372
H -0.8133 -2.0142 1.2950 0.409
H 1.0031 -0.5218 2.5751 0.224
H 3.2407 1.0124 1.6890 0.235
H 4.6194 -0.4423 -1.2274 0.465
H 2.7433 -0.3390 -2.0101 0.206
H 0.4557 -0.8959 -1.6590 0.228
N -2.8609 -2.0035 0.2329 -0.717
N -0.8229 -1.2003 0.7411 -0.639
O 4.4598 0.5251 -0.3615 -0.680
S -1.9581 0.3239 -1.0995 0.179
```

Values from the calculation:
- lowest unoccupied orbital energy (Eh) = 0.007
- orbital gap (eV) = 8.60
- total charge = 0
- 2S+1 = 1
- HOMO (Ha) = -0.309

***

Unit: kJ/mol. Relative energies: model A 0.0; model B 280.2.

***

Model A:
A 2-piece molecular cluster, C3H13N2O overall. Source: the OMol25 dataset; level of theory: ωB97M-V/def2-TZVPD.

Structure (XYZ):
```
19
Properties=species:S:1:pos:R:3:nbo_charge:R:1
C 1.1596 0.0020 0.5120 -0.228
C 0.2875 1.0487 1.2282 -0.429
C -0.7209 1.7172 0.2915 -0.237
N -0.1465 1.9274 -1.0597 -0.878
N 0.4252 -0.7183 -0.5545 -0.713
H 1.9831 0.5353 0.0352 0.222
H 1.6003 -0.6950 1.2157 0.232
H 0.9931 1.7426 1.6677 0.237
H -0.2856 0.5747 2.0319 0.228
H -1.0139 2.6782 0.6959 0.216
H -1.6083 1.1010 0.1642 0.195
H 0.5239 2.6904 -1.0522 0.381
H 0.0782 0.0148 -1.2009 0.470
H -0.8974 2.2561 -1.6582 0.386
H 1.0414 -1.3948 -1.0059 0.435
H -0.2808 -1.3430 -0.1369 0.464
H -1.0813 -3.7656 0.5581 0.502
H -0.9492 -3.7201 -0.9584 0.498
O -0.8449 -3.1765 -0.1673 -0.981
```

Values from the calculation:
- lowest unoccupied orbital energy (Eh) = -0.109
- orbital gap (eV) = 11.09
- total charge = +1
- 2S+1 = 1
- HOMO (Ha) = -0.517

***

Model B:
A 2-piece molecular cluster, C3H13N2O overall. Source: the OMol25 dataset; level of theory: ωB97M-V/def2-TZVPD.

Structure (XYZ):
```
19
Properties=species:S:1:pos:R:3:nbo_charge:R:1
N -0.6010 -0.3870 -1.2146 -0.702
C -0.3079 -0.5576 0.2703 -0.048
C -1.6246 -0.5911 1.0418 -0.649
C 0.7263 0.4600 0.7968 -0.216
N 1.3747 -0.1232 1.9366 -0.826
H -0.4916 -1.2894 -1.6665 0.436
H 0.0411 0.3124 -1.6834 0.469
H -1.5735 -0.1258 -1.3008 0.428
H 0.1134 -1.5439 0.4066 0.222
H -2.2005 0.3233 0.8650 0.223
H -1.3977 -0.6535 2.1163 0.245
H -2.1312 -1.5395 0.9080 0.239
H 1.3848 0.5839 -0.0612 0.179
H 0.1377 1.3754 0.9840 0.179
H 1.9085 0.5571 2.4486 0.384
H 0.7518 -0.5697 2.5876 0.368
H 1.0843 1.1895 -3.5775 0.518
H 1.7053 1.6035 -2.2211 0.509
O 1.1001 0.9757 -2.6365 -0.957
```

Values from the calculation:
- lowest unoccupied orbital energy (Eh) = -0.116
- orbital gap (eV) = 10.07
- total charge = +1
- 2S+1 = 1
- HOMO (Ha) = -0.486

***

Model C:
A 2-piece molecular cluster, C3H13N2O overall. Source: the OMol25 dataset; level of theory: ωB97M-V/def2-TZVPD.

Structure (XYZ):
```
19
Properties=species:S:1:pos:R:3:nbo_charge:R:1
C 0.0802 -1.0106 0.0139 -0.204
C -1.3662 -0.8588 -0.4064 -0.431
C -1.5807 0.4510 -1.1872 -0.240
N -1.6815 1.5119 -0.1834 -0.879
N 0.5866 0.1003 0.9543 -0.697
H 0.8182 -0.9928 -0.7947 0.223
H 0.1139 -1.9063 0.6527 0.224
H -1.9995 -0.9048 0.4959 0.220
H -1.4491 -1.6426 -1.1719 0.252
H -0.6942 0.4894 -1.8722 0.187
H -2.2917 0.4013 -2.0199 0.211
H -2.6035 1.4552 0.2377 0.375
H -1.6321 2.4401 -0.5921 0.384
H 0.8614 0.9248 0.4123 0.443
H -0.1864 0.3500 1.5669 0.454
H 1.5213 -0.1363 1.3044 0.464
H 4.3899 0.2606 1.0640 0.503
H 3.6160 -0.9406 0.7099 0.480
O 3.4975 0.0084 0.8158 -0.970
```

Values from the calculation:
- lowest unoccupied orbital energy (Eh) = -0.109
- orbital gap (eV) = 10.76
- total charge = +1
- 2S+1 = 1
- HOMO (Ha) = -0.505

***

Unit: kJ/mol. Relative energies: model A 0.0; model B 55.2; model C 69.2.

***

Model A:
A 2-piece molecular cluster, C2H8NS overall. Source: the OMol25 dataset; level of theory: ωB97M-V/def2-TZVPD.

Structure (XYZ):
```
12
Properties=species:S:1:pos:R:3:nbo_charge:R:1
S -1.2383 1.8098 -2.2533 -1.032
H -0.8924 3.0462 -1.8610 0.091
C 1.2631 -0.1029 0.7104 -0.627
C 0.0742 -1.0509 0.4466 -0.208
N -1.1372 -0.2889 0.2215 -0.897
H 1.5578 -0.1366 1.7584 0.184
H 0.8762 0.9018 0.5127 0.236
H 2.0938 -0.2539 0.0204 0.197
H 0.0186 -1.7290 1.2937 0.155
H 0.3339 -1.6808 -0.4142 0.140
H -1.9588 -0.8661 0.1372 0.343
H -0.9911 0.3511 -0.5722 0.418
```

Values from the calculation:
- lowest unoccupied orbital energy (Eh) = 0.154
- orbital gap (eV) = 6.89
- total charge = -1
- 2S+1 = 1
- HOMO (Ha) = -0.099

***

Model B:
A 2-piece molecular cluster, C2H8NS overall. Source: the OMol25 dataset; level of theory: ωB97M-V/def2-TZVPD.

Structure (XYZ):
```
12
Properties=species:S:1:pos:R:3:nbo_charge:R:1
S -2.9747 0.4885 -0.7558 -1.065
H -3.0006 1.6865 -1.3553 0.090
C 0.2390 0.2628 1.2464 -0.409
N 0.1213 -0.7570 0.2257 -0.669
C 1.1730 -0.6709 -0.7665 -0.402
H 0.9139 -0.0205 2.0659 0.153
H 0.6006 1.2095 0.8130 0.151
H -0.7285 0.4737 1.6969 0.223
H -0.8298 -0.7191 -0.1601 0.419
H 1.5627 0.3575 -0.7741 0.154
H 0.8839 -1.0284 -1.7523 0.199
H 2.0393 -1.2827 -0.4837 0.155
```

Values from the calculation:
- lowest unoccupied orbital energy (Eh) = 0.153
- orbital gap (eV) = 6.86
- total charge = -1
- 2S+1 = 1
- HOMO (Ha) = -0.099

***

Unit: kJ/mol. Relative energies: model A 0.0; model B 18.5.

***

Model A:
A 2-piece molecular cluster, C2H8NS overall. Source: the OMol25 dataset; level of theory: ωB97M-V/def2-TZVPD.

Structure (XYZ):
```
12
Properties=species:S:1:pos:R:3:nbo_charge:R:1
N 2.6513 0.6298 -0.0507 -1.111
H 2.3547 -0.3105 0.1423 0.380
H 3.6244 0.8706 0.0196 0.343
H 2.0931 1.2768 0.4882 0.384
C -0.0580 -1.0996 -1.1169 -0.630
C -0.9640 0.0667 -0.7481 -0.531
S -1.1148 0.2822 1.0622 -0.741
H 1.0022 -0.8977 -1.2672 0.192
H -0.3600 -1.6488 -2.0290 0.167
H -0.0970 -1.8317 -0.3155 0.208
H -1.9493 -0.0925 -1.2145 0.165
H -0.6306 0.9940 -1.2214 0.174
```

Values from the calculation:
- lowest unoccupied orbital energy (Eh) = 0.159
- orbital gap (eV) = 6.51
- total charge = -1
- 2S+1 = 1
- HOMO (Ha) = -0.081

***

Model B:
A 2-piece molecular cluster, C2H8NS overall. Source: the OMol25 dataset; level of theory: ωB97M-V/def2-TZVPD.

Structure (XYZ):
```
12
Properties=species:S:1:pos:R:3:nbo_charge:R:1
S -1.1597 0.3614 -3.1879 -1.070
H -1.2259 -0.2744 -4.3199 0.078
C 1.3097 0.3556 1.2115 -0.407
N -0.0587 -0.1417 1.3535 -0.674
C -0.7039 -0.4436 0.0740 -0.412
H 2.1173 -0.3501 1.4818 0.154
H 1.4784 0.5324 0.1700 0.203
H 1.4410 1.1883 1.9086 0.174
H -0.5904 0.2401 2.1137 0.355
H -0.8682 0.4790 -0.5001 0.199
H -1.6738 -0.8980 0.2648 0.190
H -0.0658 -1.0489 -0.5700 0.210
```

Values from the calculation:
- lowest unoccupied orbital energy (Eh) = 0.141
- orbital gap (eV) = 6.29
- total charge = -1
- 2S+1 = 1
- HOMO (Ha) = -0.090

***

Model C:
A 2-piece molecular cluster, C2H8NS overall. Source: the OMol25 dataset; level of theory: ωB97M-V/def2-TZVPD.

Structure (XYZ):
```
12
Properties=species:S:1:pos:R:3:nbo_charge:R:1
N -2.8205 -1.4598 -0.2041 -1.086
H -2.6878 -2.0974 -0.9683 0.350
H -2.1412 -0.7173 -0.3904 0.366
H -2.4969 -1.8368 0.6833 0.368
C 0.9203 0.7702 -0.6280 -0.616
C 1.5838 0.8711 0.7484 -0.515
S 2.0032 -0.7838 1.4878 -0.757
H -0.1654 0.6858 -0.5391 0.176
H 1.3708 -0.0219 -1.2163 0.210
H 1.0438 1.7401 -1.1371 0.167
H 0.9079 1.3573 1.4530 0.171
H 2.4819 1.4924 0.7108 0.166
```

Values from the calculation:
- lowest unoccupied orbital energy (Eh) = 0.148
- orbital gap (eV) = 6.23
- total charge = -1
- 2S+1 = 1
- HOMO (Ha) = -0.081

***

Unit: kJ/mol. Relative energies: model A 6.7; model B 60.4; model C 0.0.